Density functional theory data (wB97M-V/def2-TZVPD) for an isolated molecule of C2H7ClO2Si.

```
13
Properties=species:S:1:pos:R:3:forces:R:3
Cl 2.284483 0.905996 0.026006 -0.920 -1.392 -0.553
Si 0.988687 -1.131665 -0.447739 0.954 4.683 -1.263
O 1.149245 -1.750530 0.942404 0.663 -2.321 0.572
O -1.439929 0.155706 -0.155744 0.018 1.229 2.307
C -0.573561 -0.323657 -1.127954 -2.266 -1.232 -0.899
C -1.001028 1.272360 0.702531 0.327 -2.273 1.165
H 0.074461 1.390641 0.892043 -0.119 -0.342 -0.917
H -1.319760 0.906829 1.712742 -0.573 1.145 -0.785
H 2.064047 -1.528315 -1.245087 0.608 -1.078 -1.269
H 0.801812 -1.680218 1.786196 -1.076 0.351 2.143
H -1.370475 2.193967 0.307571 -0.654 0.527 0.147
H -1.394144 -0.955264 -1.702467 2.489 0.751 0.341
H -0.263837 0.544151 -1.690501 0.549 -0.048 -0.988
```
Forces are in eV/Å.

Its SMILES is COC[Si@H](O)Cl. As for the HOMO-LUMO gap: 9.86 eV. As for the maximum force: 0.096 Eh/bohr. The value obtained for the energy relative to the best compared isomer or geometry (same formula, charge and spin) is 311.7 kJ/mol. Its net charge is 0.

These are the natural (NBO) partial charges, in e, on atoms 1 to 4: atom 1 (Cl): -0.61, atom 2 (Si): 1.72, atom 3 (O): -1.10, atom 4 (O): -0.56

Density functional theory data (wB97M-V/def2-TZVPD) for a cluster of 2 separate species, C2H7ClSSi in total.

```
12
Properties=species:S:1:pos:R:3:forces:R:3
Cl -0.225353 2.580496 -0.367663 -0.510 1.294 -0.338
S 3.394222 -0.226639 0.102738 0.121 0.029 0.374
Si -0.202154 0.623909 0.061874 1.370 -1.857 0.602
C -0.514117 -0.517424 -1.418102 -0.438 0.345 0.317
C -0.933629 0.149050 1.736690 -0.533 0.267 -0.537
H -0.780402 0.938075 2.468649 0.065 0.120 -0.027
H -0.473530 -0.756435 2.120184 0.164 -0.127 -0.113
H -2.004396 -0.033739 1.655013 -0.212 -0.027 0.130
H 0.380119 -1.075709 -1.679557 0.176 0.039 0.094
H 3.472587 -0.492746 -1.196083 0.033 -0.072 -0.386
H -0.819255 0.052207 -2.291533 -0.072 0.086 -0.120
H -1.294087 -1.241045 -1.192210 -0.164 -0.096 0.006
```
Forces are in eV/Å.

The spin multiplicity is 3. As for the expectation value of S²: 2.004. As for the HOMO-LUMO gap (spin up / spin down): 6.90 / 7.16 eV. As for the maximum force: 0.046 Eh/bohr. Its net charge is 0.

These are the natural (NBO) partial charges, in e, on atoms 1 to 4: atom 1 (Cl): -0.39, atom 2 (S): -0.07, atom 3 (Si): 1.16, atom 4 (C): -1.12

Density functional theory data (wB97M-V/def2-TZVPD) for a cluster of 2 separate species, C2H7F3NO3P in total.

```
17
Properties=species:S:1:pos:R:3:forces:R:3
P -0.697466 1.354739 0.304510 1.292 0.191 0.453
F -2.783540 2.527721 -0.989062 -0.325 -1.416 1.550
F -3.406365 0.633063 0.154094 0.796 1.702 -0.292
F -2.979082 2.556078 1.235267 0.180 -1.242 -1.502
O 0.018489 -1.947645 -0.379876 0.095 -0.036 0.044
O 1.021561 1.216380 0.444951 -0.435 0.270 -0.279
O 1.405000 -1.753547 1.266582 -0.235 -0.085 -0.174
N 1.125800 -2.031985 0.120808 0.178 0.060 0.247
C 2.222687 -2.518424 -0.753280 0.309 -0.063 -0.068
C -2.576919 1.739777 0.162131 -1.034 0.991 0.183
H 2.306668 -1.826555 -1.589040 -0.112 -0.105 0.016
H 1.385764 2.117557 0.351541 -0.025 -0.645 0.085
H 1.953290 -3.516760 -1.092523 -0.062 0.133 -0.070
H -0.686550 2.167306 1.490672 -0.319 -0.284 -0.599
H 3.143830 -2.541613 -0.177223 -0.156 0.047 0.023
H -0.550194 1.866896 -1.022999 -0.279 -0.193 0.478
H -0.902974 -0.042989 0.473446 0.130 0.676 -0.093
```
Forces are in eV/Å.

Its SMILES is O[PH3]C(F)(F)F.C[N+](=O)[O-]. As for the HOMO-LUMO gap: 10.68 eV. As for the maximum force: 0.041 Eh/bohr. Its net charge is 0.

These are the natural (NBO) partial charges, in e, on atoms 1 to 4: atom 1 (P): 0.89, atom 2 (F): -0.36, atom 3 (F): -0.34, atom 4 (F): -0.36

Density functional theory data (wB97M-V/def2-TZVPD) for a cluster of 2 separate species, C2H7N in total.

```
10
Properties=species:S:1:pos:R:3:forces:R:3
N 4.139355 -1.666320 -1.575210 0.675 0.294 0.056
C -3.270880 1.527453 1.872845 -0.224 -2.161 -0.526
C 3.091438 -1.185123 -2.066470 -0.770 -0.263 -0.013
H -3.735699 2.493889 1.969168 0.824 0.531 0.513
H -3.627592 1.151661 0.906357 -0.250 -0.262 0.288
H -2.215921 1.270292 1.841081 0.539 1.540 -0.104
H 3.102069 -0.290393 -2.671025 0.281 0.258 -0.176
H 2.105820 -1.634304 -1.929429 -0.116 -0.003 0.053
H -3.530040 0.821097 2.671439 -0.889 0.351 -0.172
H 3.941451 -2.488252 -1.018757 -0.070 -0.286 0.079
```
Forces are in eV/Å.

Its SMILES is C=N.C. As for the HOMO-LUMO gap: 11.27 eV. As for the maximum force: 0.043 Eh/bohr. The value obtained for the energy relative to the best compared isomer or geometry (same formula, charge and spin) is 114.6 kJ/mol. Its net charge is 0.

These are the natural (NBO) partial charges, in e, on atoms 1 to 4: atom 1 (N): -0.59, atom 2 (C): -0.87, atom 3 (C): -0.04, atom 4 (H): 0.23

Density functional theory data (wB97M-V/def2-TZVPD) for a cluster of 2 separate species, C2H7N in total.

```
10
Properties=species:S:1:pos:R:3:forces:R:3
N -2.774782 -0.147470 -0.091468 -1.845 -0.484 -1.171
C 1.282387 0.493579 0.193382 0.236 1.268 -1.269
C 2.230906 -0.352014 -0.155397 0.724 -0.152 -0.718
H 2.913870 -0.405872 -1.030138 -0.805 0.647 0.579
H -2.466267 -0.527837 0.794186 -0.427 0.410 -0.171
H 1.028268 1.431352 -0.344961 0.111 -0.889 0.295
H 0.756274 0.263899 1.085640 -0.524 0.154 0.689
H -2.466274 0.782595 -0.314450 0.169 0.058 0.391
H 2.386731 -1.129102 0.545534 0.256 -1.026 0.426
H -3.808881 -0.232133 -0.323442 2.104 0.014 0.949
```
Forces are in eV/Å.

Its SMILES is C=C.N. As for the HOMO-LUMO gap: 10.75 eV. As for the maximum force: 0.045 Eh/bohr. The value obtained for the energy relative to the best compared isomer or geometry (same formula, charge and spin) is 106.4 kJ/mol. Its net charge is 0.

These are the natural (NBO) partial charges, in e, on atoms 1 to 4: atom 1 (N): -1.11, atom 2 (C): -0.38, atom 3 (C): -0.38, atom 4 (H): 0.20

Density functional theory data (wB97M-V/def2-TZVPD) for an isolated molecule of C2H7N.

```
10
Properties=species:S:1:pos:R:3:forces:R:3
N -0.840753 -0.833738 -0.747667 0.353 -0.779 -0.216
C 0.443024 -0.260007 -0.300469 -0.687 -0.599 0.653
C 0.186338 0.966594 0.587158 -0.927 0.445 -0.481
H -0.208132 0.650665 1.564723 0.378 -0.040 -0.164
H -0.712209 -1.761010 -1.207700 -0.219 1.071 0.722
H 1.060425 -0.949590 0.342554 -0.439 0.326 -0.636
H -1.476558 -0.924061 0.040489 0.115 -0.253 -0.198
H -0.583650 1.718334 0.230183 0.964 -0.979 -0.166
H 1.131578 1.473610 0.706677 0.199 0.334 0.369
H 0.999938 -0.080797 -1.215948 0.263 0.473 0.118
```
Forces are in eV/Å.

Its SMILES is CCN. As for the HOMO-LUMO gap: 10.43 eV. As for the maximum force: 0.027 Eh/bohr. The value obtained for the energy relative to the best compared isomer or geometry (same formula, charge and spin) is 16.2 kJ/mol. Its net charge is 0.

These are the natural (NBO) partial charges, in e, on atoms 1 to 4: atom 1 (N): -0.84, atom 2 (C): -0.21, atom 3 (C): -0.62, atom 4 (H): 0.20